[1]
The following is a quantum chemistry calculation of a structure of composition C7H19N4O5Zn in a non-equilibrium geometry, from the OMol25 dataset.

Results
charge = -1
strongest force on any atom = 2.21 eV Å⁻¹
HOMO-LUMO gap = 0.20020 Eh
DFT total energy = -72185.9837 eV
LUMO level = 2.6349 eV

```
36
Properties=species:S:1:pos:R:3:forces:R:3:mulliken_charge:R:1
Zn -0.841559 0.522338 -0.620678 -0.4 1.9 0.2 0.684
C 2.153481 -0.084219 1.931384 0.6 -0.5 0.1 -1.313
C 1.595724 1.100094 1.131309 -0.5 0.6 0.7 0.832
C 2.313163 1.239997 -0.204960 -0.2 0.1 -0.4 -1.258
O 0.209606 1.098776 1.050819 0.2 -0.9 -0.5 -0.918
H 2.184337 -1.009163 1.341064 -0.2 0.1 -0.1 0.151
H 1.605806 -0.316092 2.849146 -0.2 0.3 -0.1 0.336
H 3.194486 0.086099 2.242572 0.0 0.2 -0.1 0.447
H 1.803876 2.017960 1.718011 0.6 -0.1 0.0 0.225
H 3.387628 1.412484 -0.081240 0.0 0.1 0.1 0.437
H 1.855296 2.057453 -0.767338 0.1 0.1 0.1 0.262
H 2.193398 0.372264 -0.865297 -0.1 -0.1 0.3 0.085
O -2.680041 1.313641 -0.579154 0.5 -0.4 -0.5 -0.760
C -2.637587 2.463393 -1.352942 0.4 0.5 0.9 -0.411
C -1.477129 2.533794 -2.392253 0.1 -0.9 -0.7 -0.238
O -0.316949 1.844952 -2.047203 -0.4 -0.2 0.6 -0.692
H -2.476941 3.349428 -0.695280 -0.1 0.0 0.1 0.182
H -3.610605 2.632146 -1.849665 0.1 0.1 -0.3 0.291
H -1.219622 3.582560 -2.623760 -0.3 0.2 0.1 0.232
H -1.883035 2.104868 -3.339647 0.0 0.1 -0.1 0.206
C 0.927109 -1.910751 -1.562799 -0.6 0.3 0.7 0.517
O 0.068721 -1.048030 -1.610885 0.3 -0.3 -0.9 -0.426
N 1.068291 -2.691183 -0.455951 0.5 -0.4 -0.2 -0.280
N 1.784219 -2.138510 -2.592783 0.0 -0.3 0.0 -0.456
H 1.695440 -3.473648 -0.461977 0.0 0.0 0.2 0.139
H 0.413926 -2.579319 0.298582 -0.2 0.2 -0.1 0.161
H 1.722386 -1.516251 -3.378037 0.1 0.1 0.1 0.252
H 2.578310 -2.736374 -2.467852 0.1 0.1 -0.2 0.150
C -1.880859 -1.238247 1.698081 0.6 1.9 0.8 0.612
O -1.615081 -1.143371 0.507735 -0.5 -1.6 -0.7 -0.542
N -1.353564 -0.334072 2.554539 -0.6 -1.1 1.0 -0.285
N -2.765522 -2.155528 2.199627 -0.1 -0.4 -0.3 -0.486
H -1.443953 -0.471107 3.545758 -0.1 0.1 0.0 0.165
H -0.652782 0.327590 2.177917 0.4 0.4 -0.7 0.281
H -3.106556 -2.821856 1.530261 0.0 -0.1 0.1 0.251
H -2.793417 -2.392117 3.172897 0.0 0.1 0.0 0.167
```
Forces are in eV/Å.

***

[2]
The following is a quantum chemistry calculation of a structure of composition C7H19N8O13Pb in a non-equilibrium geometry, from the OMol25 dataset.

Results
charge = -1
strongest force on any atom = 2.68 eV Å⁻¹
HOMO-LUMO gap = 0.28031 Eh
DFT total energy = -51363.1647 eV
LUMO level = 2.6377 eV

```
48
Properties=species:S:1:pos:R:3:forces:R:3:mulliken_charge:R:1
Pb -12.889766 -27.106277 -8.703536 -0.7 1.0 0.2 2.419
O -9.235897 -30.138563 -8.570349 0.6 -0.1 0.2 -0.535
C -10.028025 -29.585580 -9.522536 -1.9 0.8 -1.6 0.594
O -11.053821 -28.966665 -9.125044 0.8 -0.6 0.8 -0.466
O -9.743468 -29.755946 -10.726604 0.7 -0.4 0.4 -0.901
H -8.482360 -30.470237 -9.075198 0.0 -0.1 0.1 0.295
O -15.543032 -23.927655 -6.583152 0.5 0.2 0.2 -0.501
C -14.384759 -24.664820 -6.682434 0.6 -1.1 -0.6 0.656
O -14.484920 -25.785964 -7.216583 -0.1 0.4 0.2 -0.678
O -13.335908 -24.115272 -6.248135 -0.7 0.1 0.5 -0.851
H -15.163550 -23.107083 -6.237201 -0.5 0.1 0.1 0.301
O -16.024096 -28.428645 -11.388557 -0.2 -0.2 -0.2 -0.582
C -16.092483 -27.269498 -10.628629 0.7 1.1 0.7 0.505
O -17.117481 -26.613464 -10.609105 -0.4 -0.5 -0.4 -0.676
O -14.993950 -26.991380 -10.030139 0.3 -0.5 -0.2 -0.624
H -15.106184 -28.697150 -11.265534 0.0 -0.1 0.0 0.342
C -14.088937 -30.261104 -8.747137 0.1 -0.1 -0.1 0.627
O -13.801605 -29.314927 -8.024392 -0.4 -0.1 0.3 -0.573
N -15.119070 -31.123365 -8.472975 0.7 0.0 -0.6 -0.476
N -13.394280 -30.523330 -9.888893 -0.5 0.3 0.5 -0.221
H -15.669837 -31.005732 -7.645516 0.1 0.0 0.1 0.253
H -15.024178 -32.008953 -8.934900 -0.6 -0.2 0.3 0.140
H -13.586360 -31.340022 -10.433591 0.1 0.1 -0.3 0.181
H -12.619912 -29.891841 -10.053037 0.4 -0.4 -0.1 -0.012
C -11.264756 -27.950196 -5.621208 -1.4 -1.8 -0.4 0.513
O -12.002717 -27.295239 -6.345699 0.6 0.7 0.4 -0.474
N -11.466501 -27.984422 -4.265440 0.5 0.3 -0.3 -0.458
N -10.448066 -28.912810 -6.131256 -0.1 1.0 0.3 -0.277
H -10.922002 -28.614384 -3.709992 -0.1 0.2 0.3 0.142
H -12.027315 -27.250286 -3.874779 0.0 -0.1 0.1 0.259
H -9.873879 -29.465707 -5.527568 0.2 -0.1 -0.3 0.130
H -10.440345 -28.947090 -7.146003 0.2 -0.4 0.1 0.161
C -11.320884 -26.659785 -12.114554 1.6 -1.1 0.4 0.284
O -11.826521 -26.638889 -11.011353 -0.6 0.3 -0.1 -0.378
N -10.630567 -27.743839 -12.579232 -1.1 0.6 -0.2 -0.276
N -11.170051 -25.545696 -12.884523 -0.2 1.6 -0.7 -0.506
H -10.078901 -27.594507 -13.401201 0.3 -0.4 0.1 0.167
H -10.538112 -28.540683 -11.954364 0.4 -0.2 0.0 0.217
H -11.212250 -25.560746 -13.888872 0.1 -0.5 0.0 0.187
H -11.543279 -24.687152 -12.515322 -0.3 -0.2 0.3 0.249
C -10.850246 -23.858109 -8.602829 -0.4 0.9 1.3 0.482
O -10.985711 -25.067779 -8.559221 0.4 -0.7 -0.6 -0.667
N -11.651112 -23.050648 -7.860098 0.7 0.2 -0.9 -0.330
N -9.835861 -23.233056 -9.292121 -0.2 -0.3 -0.3 -0.457
H -12.323374 -23.514889 -7.234780 -0.3 -0.1 0.2 0.315
H -11.632752 -22.052468 -7.940720 0.1 0.0 -0.1 0.120
H -9.207455 -23.823528 -9.803010 0.1 0.1 0.0 0.244
H -9.652444 -22.259096 -9.156845 0.2 0.0 -0.1 0.137
```
Forces are in eV/Å.

***

[3]
The following is a quantum chemistry calculation of an isolated molecule of C7H19NO2P2 in a non-equilibrium geometry, from the OMol25 dataset.

Results
strongest force on any atom = 4.16 eV Å⁻¹
HOMO-LUMO gap = 0.37107 Eh
SMILES string = CCC[P@H](=N)O[P@](C)(=O)CCC
DFT total energy = -31730.7054 eV
LUMO level = 0.7796 eV

```
31
Properties=species:S:1:pos:R:3:forces:R:3:mulliken_charge:R:1
C 3.675461 -1.561744 -0.543600 -3.1 -0.9 -0.3 -1.168
C -4.570073 1.092810 0.119932 1.3 2.5 -3.1 -1.311
C -0.665595 -2.198636 0.405068 0.1 2.9 0.6 -1.141
C 3.319865 -0.608579 0.573005 2.7 1.1 -1.1 -0.427
C -3.508965 0.055539 -0.097120 -1.0 -1.9 -1.0 -0.362
C 3.113228 0.837947 0.149203 1.5 1.8 -1.4 -0.636
C -2.178491 0.312245 0.572162 0.4 1.4 -0.9 -0.334
N 1.191143 2.876276 0.184892 -0.2 1.5 0.1 -0.795
O -0.767779 -0.402184 -1.835998 -0.8 -0.4 -0.9 -0.810
O 0.405745 0.345723 0.238415 1.1 -0.2 -0.3 -0.247
P 1.499075 1.496648 -0.364804 -0.6 -2.1 2.1 0.610
P -0.830482 -0.522116 -0.379414 1.5 1.2 1.1 0.850
H 2.903773 -1.379840 -1.351318 0.6 -0.9 0.6 0.260
H 4.581594 -1.315093 -1.002504 1.6 0.3 -0.4 0.428
H 3.685112 -2.629941 -0.177767 -0.1 1.1 -0.7 0.278
H -5.017516 1.195824 1.051427 -0.9 -0.2 1.7 0.353
H -4.020858 2.070219 -0.080220 -0.7 -0.7 0.5 0.313
H -5.293119 1.121210 -0.728289 0.1 -0.5 0.9 0.342
H 0.084317 -2.856843 -0.003513 0.0 -0.1 -0.1 0.328
H -0.490794 -1.862535 1.450719 0.3 -0.7 -0.4 0.324
H -1.672319 -2.528588 0.395261 -0.9 -1.1 -0.2 0.433
H 4.242522 -0.535710 1.156433 -0.4 -0.3 0.7 0.333
H 2.494133 -0.850454 1.143737 -1.5 -1.1 1.3 0.353
H -3.301218 0.043606 -1.192161 -0.1 0.1 0.6 0.282
H -3.964924 -0.943740 0.058566 0.5 0.2 0.3 0.316
H 3.469447 1.448968 1.030028 -0.5 -0.1 -1.2 0.303
H 3.771810 1.115897 -0.834463 -1.2 -0.5 2.5 0.300
H -2.136675 1.492821 0.454083 0.9 -2.4 0.6 0.184
H -1.967852 -0.027665 1.601705 -0.7 0.5 -0.2 0.328
H 0.452454 3.386479 -0.301721 0.4 -0.1 0.3 0.266
H 1.496974 1.331444 -1.691737 -0.4 -0.5 -1.7 0.045
```
Forces are in eV/Å.

***

[4]
The following is a quantum chemistry calculation of an isolated molecule of C7H19NO3Si in a non-equilibrium geometry, from the OMol25 dataset.

Results
strongest force on any atom = 2.37 eV Å⁻¹
HOMO-LUMO gap = 0.32839 Eh
SMILES string = CNCCC[Si](OC)(OC)OC
DFT total energy = -23079.6369 eV
LUMO level = 0.8872 eV

```
31
Properties=species:S:1:pos:R:3:forces:R:3:mulliken_charge:R:1
O -1.108308 0.119101 0.908538 2.2 -0.1 -0.8 -0.369
O 1.233389 0.113233 2.199809 0.0 1.0 -0.9 -0.352
O 0.899777 2.067748 0.426904 -1.4 -1.6 -0.9 -0.319
N -1.282146 -0.699614 -1.967708 -0.1 1.7 0.9 -0.191
C -1.934135 1.120448 1.420184 -0.9 0.8 0.3 -0.751
C 0.654414 -0.862984 2.996123 -0.3 -0.9 0.7 -0.617
C 1.885485 2.584732 1.254485 0.5 0.5 1.5 -0.636
C -2.436383 -1.474472 -2.354668 0.7 -0.3 0.2 -1.010
C 0.010147 -1.131129 -2.458528 -1.2 0.1 -0.7 -0.682
C 1.158212 -0.262955 -2.024241 0.6 0.3 0.1 -0.627
C 1.492071 -0.585887 -0.556010 -0.4 1.1 0.8 -0.780
Si 0.552177 0.444776 0.719828 0.2 0.3 0.1 0.497
H -1.283808 -0.393418 -0.979999 -0.2 -0.7 -1.0 0.330
H -1.657888 1.424174 2.439134 0.1 -0.1 -0.1 0.291
H -2.953766 0.713496 1.468896 0.2 0.3 -0.1 0.275
H -1.898658 2.022788 0.788386 -0.2 -0.3 0.2 0.288
H 1.379845 -1.127839 3.783202 -0.4 0.0 -0.2 0.233
H -0.294812 -0.520913 3.451464 0.4 -0.2 -0.1 0.214
H 0.443546 -1.749423 2.382847 -0.1 -0.1 0.4 0.271
H 1.974198 3.674674 1.174818 -0.2 -0.2 -0.2 0.249
H 2.864704 2.134345 1.072534 0.1 0.0 -0.1 0.267
H 1.570491 2.308920 2.267596 0.7 0.6 0.2 0.278
H -3.364508 -0.950494 -2.141118 0.0 0.2 0.0 0.321
H -2.363749 -1.660745 -3.429012 -0.2 0.0 0.0 0.325
H -2.476667 -2.442182 -1.837497 -0.1 -0.2 -0.1 0.311
H 0.190045 -2.119525 -2.097266 0.5 -1.3 0.1 0.315
H -0.104397 -1.186101 -3.545110 0.3 0.0 -0.1 0.449
H 0.894990 0.801476 -2.139158 0.0 -0.3 0.1 0.304
H 2.053073 -0.397514 -2.668983 -0.6 -0.3 0.3 0.345
H 2.534289 -0.336348 -0.287033 -0.3 0.0 -0.2 0.343
H 1.368374 -1.628373 -0.268416 0.0 -0.3 -0.4 0.428
```
Forces are in eV/Å.

***

[5]
The following is a quantum chemistry calculation of a structure of composition C7H20CaN3O in a non-equilibrium geometry, from the OMol25 dataset.

Results
charge = -1
strongest force on any atom = 3.31 eV Å⁻¹
HOMO-LUMO gap = 0.08778 Eh
DFT total energy = -32536.8703 eV
LUMO level = 2.7615 eV

```
32
Properties=species:S:1:pos:R:3:forces:R:3:mulliken_charge:R:1
C -3.686477 -1.205297 -2.402376 0.5 0.8 -0.8 -1.248
Ca -0.841026 -0.511272 -2.102384 -0.3 -1.2 0.3 -1.927
N 1.324304 -0.012515 -2.476809 0.6 -0.2 0.2 0.298
H -0.994503 0.711308 -3.435065 -0.6 1.3 -1.5 -0.287
H 1.510194 0.861839 -1.996835 0.3 0.3 0.0 0.045
H -2.701424 -1.317187 -2.926233 -1.4 -0.1 -0.1 0.002
H -4.443379 -0.854651 -3.117512 0.4 0.1 -0.1 0.452
H -3.594759 -0.418004 -1.617571 -0.2 -1.0 -0.1 0.259
H -4.000645 -2.198369 -2.125952 0.1 -0.1 0.8 0.300
H 1.908107 -0.748732 -2.096627 0.5 0.0 -0.2 0.255
H 1.482788 0.093120 -3.467749 0.2 0.0 -0.2 0.233
C -0.682228 2.590935 1.524344 0.1 -0.1 -0.1 -1.284
N 0.132118 1.357555 1.544417 -0.5 0.5 0.2 1.094
C 1.250858 1.290602 2.474951 0.3 0.1 0.0 -1.145
C 1.828799 -0.108093 2.551943 0.4 -0.1 0.6 -1.027
C 2.022582 -0.652617 1.164421 -0.3 0.4 -0.1 -2.532
N 0.703336 -0.689589 0.542646 -0.9 0.0 -0.2 2.567
C 0.258631 -1.982301 -0.044031 0.1 0.4 0.4 -0.263
C -0.134522 0.400774 0.645200 -0.8 -0.6 -2.4 -0.044
O -1.111895 0.530811 -0.209716 1.5 0.1 2.9 -1.178
H -0.616598 3.081926 0.543748 -0.1 -0.2 0.2 0.261
H -0.315652 3.300522 2.281563 0.1 -0.5 -0.2 0.425
H -1.732457 2.361606 1.747880 0.3 0.0 -0.2 0.282
H 2.011980 2.007693 2.125402 -0.1 -0.2 0.2 0.553
H 0.928104 1.589527 3.476848 -0.2 0.1 -0.1 0.521
H 1.151409 -0.775503 3.103808 0.2 0.2 -0.1 0.291
H 2.788788 -0.082783 3.085017 -0.2 0.1 0.0 0.657
H 2.471672 -1.642654 1.163164 -0.1 0.0 -0.1 0.884
H 2.656329 0.027459 0.579857 0.1 -0.2 0.1 0.342
H 0.908829 -2.276984 -0.899575 -0.4 0.0 0.2 -0.025
H 0.329648 -2.767702 0.716441 0.0 0.1 -0.2 1.536
H -0.812910 -1.961423 -0.353217 0.6 -0.2 0.5 -1.297
```
Forces are in eV/Å.

***

[6]
The following is a quantum chemistry calculation of a cluster of 7 separate species, C7H20O7 in total in a non-equilibrium geometry, from the OMol25 dataset.

Results
strongest force on any atom = 3.39 eV Å⁻¹
HOMO-LUMO gap = 0.31928 Eh
SMILES string = Cc1ccc(O)cc1.O.O.O.O.O.O
DFT total energy = -21914.6573 eV
LUMO level = 0.2119 eV

```
34
Properties=species:S:1:pos:R:3:forces:R:3:mulliken_charge:R:1
C -0.530144 1.203769 -2.602836 1.5 1.3 1.5 -1.577
C -0.328424 0.562257 -1.237999 -0.7 -0.3 -1.3 1.153
C -1.307683 -0.328319 -0.728935 1.5 0.0 -0.3 -0.956
C -0.987130 -1.058207 0.391171 0.2 1.1 -0.4 -0.243
C 0.083744 -0.571271 1.173758 0.1 -0.7 0.5 0.595
O 0.272420 -1.282276 2.346167 -0.5 -0.2 0.7 -0.604
C 0.885952 0.497056 0.858533 -0.7 -1.8 -2.4 -1.042
C 0.795172 0.876058 -0.539593 0.6 0.5 3.3 -0.657
H -0.878220 2.237160 -2.379600 -0.7 -0.7 -0.7 0.293
H -1.093243 0.605169 -3.302067 -0.2 0.2 -0.2 0.406
H 0.491481 1.439873 -2.946933 -0.4 -0.5 -0.5 0.367
H -2.196577 -0.485772 -1.315885 -0.2 -0.3 0.0 0.413
H -1.641394 -1.818991 0.767178 0.3 -0.2 -0.1 0.534
H -2.353589 1.125771 3.212014 0.1 -0.2 -0.2 0.301
H 1.533678 0.870849 1.634444 0.5 0.3 -0.4 0.478
H 1.539175 1.624372 -0.801332 -0.3 0.0 -0.7 0.589
H -3.068571 -1.707368 2.520658 0.3 -0.1 0.4 0.292
H -1.775992 -0.830548 2.853358 0.1 -0.8 0.0 0.366
O -2.624096 -0.866000 2.397024 -1.0 0.9 0.5 -0.654
H -0.299827 -2.799670 -1.776438 -0.2 -0.2 -0.1 0.329
H 0.874020 -2.889548 -2.665072 -0.1 -0.3 -0.1 0.399
O 0.033870 -3.352368 -2.495564 0.2 0.4 0.2 -0.695
H 2.723837 -0.988480 -2.592937 0.3 0.0 0.4 0.292
H 2.460261 -1.713881 -1.202978 0.5 0.3 -0.1 0.332
O 2.210204 -1.646152 -2.124302 -0.8 -0.6 -0.7 -0.667
H -0.856855 2.631783 1.567274 0.8 -0.4 0.2 0.301
H -0.788219 3.165062 0.207769 0.5 0.1 -0.3 0.304
O -0.185588 2.830112 0.885416 -1.4 1.2 0.3 -0.602
H 0.854182 -0.840342 2.972197 0.2 0.2 -0.3 0.308
H -2.583745 2.461818 2.582728 0.0 0.1 0.1 0.313
O -1.879026 1.934997 2.979258 -0.5 0.2 0.1 -0.664
H 3.266931 -0.692547 0.413149 0.0 0.3 0.1 0.344
H 3.442174 0.216256 -0.804007 -0.1 0.1 0.2 0.333
O 3.911219 -0.410623 -0.245620 0.3 -0.1 0.1 -0.678
```
Forces are in eV/Å.